(1)
Here is a cluster of 2 separate species, C4H10NO in total at a distorted geometry from OMol25. Energies are from ωB97M-V/def2-TZVPD.

Structure (XYZ):
```
16
Properties=species:S:1:pos:R:3:forces:R:3
C -2.6806 1.0349 -3.1942 -0.1 0.3 0.1
O -2.8957 0.8987 -4.5042 0.0 -0.1 -0.1
C -1.4199 0.3025 -2.6823 0.2 0.0 -0.2
C 2.5070 -1.6331 3.1625 -0.2 0.6 0.6
C 1.6063 -0.6737 3.2895 -1.0 1.9 1.3
N 1.6381 0.6210 2.4731 -0.8 -2.5 1.3
H -2.5627 2.1095 -2.8583 0.1 0.0 0.0
H -3.5300 0.6844 -2.5363 0.0 -0.2 0.0
H 2.5956 -2.3802 3.9343 -0.2 -0.7 -0.5
H -1.2506 0.4144 -1.6070 -0.2 -0.1 0.2
H -0.5301 0.7153 -3.1791 -0.2 -0.1 -0.1
H 3.1955 -1.5081 2.3446 0.8 -0.2 0.2
H 0.6374 -0.6858 3.7724 0.4 -0.5 0.9
H 1.6715 -0.1988 1.8695 0.6 1.8 -3.4
H 2.5305 1.0565 2.6627 0.4 -0.4 -0.6
H -1.5124 -0.7574 -2.9471 0.1 0.0 0.1
```
Positions in Å, forces in eV/Å.

Output
**Highest occupied orbital energy**: -1.87 eV
**Total charge**: -1
**Orbital gap**: 4.58 eV
**Relative energy (zero: lowest compared OMol25 entry of this formula, charge and spin)**: 75.9 kcal/mol

***

(2)
Here is the ion C4H10NO with charge -1 at a distorted geometry from OMol25. Energies are from ωB97M-V/def2-TZVPD.

Structure (XYZ):
```
16
Properties=species:S:1:pos:R:3:forces:R:3
C -0.0111 1.6315 -0.0151 -0.2 -2.3 -1.3
C 0.5130 0.2426 0.5831 3.3 3.0 0.8
C -0.4964 -0.4411 1.4679 -1.6 0.9 0.1
N 1.0787 -0.4575 -0.5748 -1.4 -0.1 -0.3
C -0.1399 -0.8975 -1.4422 0.5 -2.2 1.5
O -0.4211 -2.1910 -1.1983 -0.5 0.0 0.2
H -0.9495 1.4427 -0.5580 0.0 0.1 0.6
H -0.1490 2.5017 0.5569 0.1 0.9 1.5
H 0.6443 1.8385 -0.8456 0.6 0.3 -0.1
H 1.4717 0.5128 1.1949 -1.5 -0.2 -0.5
H -1.0321 -0.9990 0.7090 -0.5 -1.0 0.4
H -0.0067 -1.0919 2.2115 -0.5 0.2 -0.3
H -1.3042 0.2830 1.9359 1.9 -1.2 -0.5
H 1.5929 -1.3424 -0.3665 -1.1 0.9 0.1
H -1.0144 -0.1997 -1.2220 0.9 -0.4 -0.5
H 0.2236 -0.8329 -2.4367 0.2 1.0 -1.6
```
Positions in Å, forces in eV/Å.

Output
**Highest occupied orbital energy**: -2.33 eV
**Total charge**: -1
**Orbital gap**: 6.58 eV
**SMILES**: CC(C)NC[O-]
**Relative energy (zero: lowest compared OMol25 entry of this formula, charge and spin)**: 29.6 kcal/mol

***

(3)
Here is the ion C4H10NO with charge -2 at a distorted geometry from OMol25. Energies are from ωB97M-V/def2-TZVPD.

Structure (XYZ):
```
16
Properties=species:S:1:pos:R:3:forces:R:3
C -2.0362 -1.2788 1.3543 0.8 2.4 1.7
C -1.0464 0.0064 1.2814 -2.4 0.1 -2.8
N 0.1988 -0.1681 0.5508 -1.0 -2.1 -1.9
C 0.1124 -0.2891 -0.9769 0.5 -0.5 1.0
C 1.0769 0.8443 -1.5030 -0.5 1.0 -1.2
O 2.1612 0.9602 -0.7077 -0.2 0.2 -0.7
H -1.7686 -2.0621 0.7430 1.1 -1.9 -1.2
H -3.0671 -1.1299 1.0462 -0.3 0.7 0.0
H -2.0312 -1.5354 2.4183 -0.2 -0.6 -0.1
H -1.7831 0.7587 0.6666 1.7 -0.7 1.7
H -0.8768 0.2885 2.3208 0.2 0.5 -0.3
H 1.0072 0.4266 0.6027 0.4 0.8 0.9
H -0.9417 -0.1966 -1.2306 -0.2 0.3 -0.3
H 0.4256 -1.3035 -1.4342 -0.2 1.1 1.1
H 1.3113 0.7295 -2.6777 -0.3 -0.4 1.6
H 0.4028 1.8225 -1.5844 0.7 -0.9 0.4
```
Positions in Å, forces in eV/Å.

Output
**Highest occupied orbital energy (spin up / spin down)**: 4.31 / 0.06 eV
**Total charge**: -2
**Orbital gap (spin up / spin down)**: 2.85 / 7.05 eV
**Spin multiplicity**: 2
**⟨S²⟩**: 0.75
**Relative energy (zero: lowest compared OMol25 entry of this formula, charge and spin)**: 32.1 kcal/mol

***

(4)
Here is a cluster of 2 separate species, C4H10NO in total at a distorted geometry from OMol25. Energies are from ωB97M-V/def2-TZVPD.

Structure (XYZ):
```
16
Properties=species:S:1:pos:R:3:forces:R:3
C -3.0923 -0.3435 1.6846 -2.3 -0.1 1.5
C 0.9610 0.2170 -1.9541 -1.5 2.2 -1.8
N 1.6014 1.4696 -1.7770 -1.4 -2.4 -1.1
C 1.1183 0.5654 -0.3932 0.3 2.0 -1.2
C 0.3112 -0.6566 0.2478 -3.4 -6.5 4.6
O 0.2076 -0.8568 1.7253 1.6 1.8 -5.9
H -2.0950 -0.0900 1.6888 2.5 -0.1 0.1
H -3.4027 -0.5762 2.7730 0.3 0.6 -1.9
H -3.5539 0.5510 1.2582 -0.7 -0.2 0.4
H 1.3615 -0.5665 -2.6394 1.2 0.2 1.6
H -0.1517 0.1304 -2.4202 1.8 1.1 1.8
H -3.3179 -1.1942 1.0561 0.1 -0.2 -0.1
H 0.4002 1.4100 -0.1442 1.3 -0.9 0.3
H 2.1530 0.4938 -0.0268 -0.8 0.2 0.4
H -0.7585 -0.6919 -0.0976 0.8 1.1 -0.1
H 0.7054 -1.5929 -0.3221 0.1 1.3 1.4
```
Positions in Å, forces in eV/Å.

Output
**Highest occupied orbital energy (spin up / spin down)**: -8.45 / -8.01 eV
**Orbital gap (spin up / spin down)**: 6.59 / 5.82 eV
**Spin multiplicity**: 2
**⟨S²⟩**: 0.81
**Relative energy (zero: lowest compared OMol25 entry of this formula, charge and spin)**: 174.7 kcal/mol